[1]
Density functional theory data (ωB97M-V/def2-TZVPD) for 2 unconnected molecules or ions with the total composition C5H13NO in a non-equilibrium geometry.

Values from the calculation:
energy above the lowest of the compared OMol25 structures with the same formula, charge and spin = 186.8 kJ/mol

Geometry as ORCA input:
```
! wB97M-V def2-TZVPD RIJCOSX def2/J DEFGRID3
* xyz 0 1
C 0.974 0.775 -0.181
N 0.107 -0.341 0.027
C -0.678 -0.260 1.289
C -1.172 -1.666 1.603
C -0.810 -2.481 0.350
C 0.271 -1.673 -0.338
H 1.992 0.388 -0.230
H 1.056 1.451 0.655
H 0.740 1.372 -1.065
H -1.421 0.568 1.067
H -0.073 0.134 2.113
H -2.204 -1.721 1.941
H -0.557 -2.069 2.417
H -0.669 -3.525 0.621
H -1.615 -2.616 -0.374
H 1.280 -2.130 -0.284
H 0.047 -1.969 -1.413
O 0.918 4.511 -2.137
H 0.133 4.222 -2.615
H 1.630 3.962 -2.492
*
```

[2]
Density functional theory data (ωB97M-V/def2-TZVPD) for 2 unconnected molecules or ions with the total composition C3H4NOS in a non-equilibrium geometry.

Values from the calculation:
energy above the lowest of the compared OMol25 structures with the same formula, charge and spin = 165.3 kJ/mol

Geometry as ORCA input:
```
! wB97M-V def2-TZVPD RIJCOSX def2/J DEFGRID3
* xyz 1 1
C 2.176 -1.537 0.452
C -1.120 -0.288 -0.765
C -1.618 0.724 0.260
N 1.205 -0.935 0.137
O -2.003 -1.193 -0.624
S -2.974 -0.400 0.489
H 3.002 -2.079 0.802
H -0.232 -0.590 -1.277
H -0.760 0.726 1.126
H -1.720 1.704 -0.037
*
```

[3]
Density functional theory data (ωB97M-V/def2-TZVPD) for a molecular structure, C22H23BrLuN2O4S4 in a non-equilibrium geometry.

Values from the calculation:
energy above the lowest of the compared OMol25 structures with the same formula, charge and spin = 0.0 kJ/mol

Geometry as ORCA input:
```
! wB97M-V def2-TZVPD RIJCOSX def2/J DEFGRID3
* xyz 1 1
Lu -0.486 -0.678 0.608
C -4.457 -0.069 0.599
C -4.184 0.661 1.909
S -2.508 1.306 2.038
C -2.615 2.748 0.959
C -1.238 3.175 0.469
S -0.413 2.004 -0.628
C -1.477 2.039 -2.082
C -1.096 0.911 -3.028
S -1.231 -0.729 -2.293
C -3.031 -0.948 -2.296
C -3.498 -1.956 -1.257
S -3.289 -1.431 0.454
H -4.376 0.619 -0.244
H -5.473 -0.469 0.602
H -4.317 -0.016 2.755
H -4.900 1.472 2.046
H -3.062 3.574 1.516
H -3.274 2.533 0.118
H -0.539 3.321 1.294
H -1.316 4.130 -0.053
H -1.364 3.001 -2.585
H -2.524 1.940 -1.788
H -0.059 1.007 -3.353
H -1.703 0.955 -3.933
H -3.324 -1.287 -3.291
H -3.510 0.018 -2.133
H -2.944 -2.892 -1.333
H -4.551 -2.187 -1.424
Br 3.237 0.447 0.313
C 2.861 -1.344 0.724
C 3.882 -2.143 1.220
C 3.609 -3.473 1.474
C 2.344 -3.975 1.200
C 1.398 -3.107 0.697
N 1.637 -1.798 0.488
C 0.005 -3.597 0.352
O -0.301 -4.753 0.479
O -0.750 -2.620 -0.089
H 4.862 -1.723 1.392
H 4.383 -4.117 1.870
H 2.074 -5.008 1.358
O -0.397 -1.468 2.665
C 0.186 -0.439 3.119
N 0.521 0.552 2.278
C 1.038 1.610 3.049
O 1.354 2.689 2.620
C 1.093 1.138 4.478
C 1.547 1.761 5.620
C 1.438 1.045 6.811
C 0.887 -0.234 6.846
C 0.425 -0.854 5.687
C 0.549 -0.137 4.516
H 1.970 2.755 5.592
H 1.785 1.490 7.734
H 0.821 -0.753 7.792
H -0.009 -1.843 5.710
*
```

[4]
Density functional theory data (ωB97M-V/def2-TZVPD) for C24H28N2O7 in the gas phase in a non-equilibrium geometry.

Values from the calculation:
energy above the lowest of the compared OMol25 structures with the same formula, charge and spin = 383.4 kJ/mol

Geometry as ORCA input:
```
! wB97M-V def2-TZVPD RIJCOSX def2/J DEFGRID3
* xyz 0 1
C -0.851 -2.639 3.934
O -0.987 -1.686 2.908
C -0.616 -2.038 1.644
C -0.077 -3.263 1.277
C 0.272 -3.506 -0.043
C 0.093 -2.540 -1.020
O 0.436 -2.690 -2.334
C 0.863 -3.957 -2.773
C -0.465 -1.305 -0.655
C -0.682 -0.243 -1.709
C -1.918 0.582 -1.452
C -3.233 -0.069 -1.394
O -3.468 -1.099 -2.006
C -4.232 0.573 -0.552
C -5.588 0.344 -0.463
C -6.070 1.218 0.526
C -4.981 1.915 0.987
C -4.861 2.964 2.031
O -3.876 1.526 0.341
C -1.559 1.878 -1.369
O -2.261 3.002 -1.221
C -0.087 1.990 -1.561
O 0.522 3.049 -1.566
N 0.382 0.744 -1.737
C 1.751 0.398 -2.016
C 2.536 -0.101 -0.785
N 3.564 0.844 -0.390
C 4.567 0.239 0.468
C 5.665 1.266 0.749
O 5.148 2.415 1.373
C 4.149 2.999 0.566
C 3.017 2.019 0.272
C -0.804 -1.067 0.661
H -1.452 -3.532 3.735
H 0.195 -2.928 4.079
H -1.217 -2.153 4.837
H 0.079 -4.045 2.003
H 0.690 -4.469 -0.290
H 1.003 -3.862 -3.849
H 0.110 -4.725 -2.574
H 1.812 -4.245 -2.310
H -0.750 -0.747 -2.682
H -6.143 -0.359 -1.049
H -7.082 1.323 0.859
H -5.836 3.176 2.458
H -4.451 3.876 1.598
H -4.186 2.636 2.820
H -1.618 3.734 -1.267
H 2.247 1.289 -2.406
H 1.744 -0.376 -2.787
H 1.834 -0.309 0.040
H 3.035 -1.039 -1.039
H 5.002 -0.624 -0.044
H 4.133 -0.098 1.426
H 6.413 0.854 1.430
H 6.146 1.541 -0.202
H 3.777 3.863 1.118
H 4.590 3.334 -0.384
H 2.291 2.503 -0.380
H 2.519 1.741 1.219
H -1.230 -0.119 0.951
*
```

[5]
Density functional theory data (ωB97M-V/def2-TZVPD) for C22H19BrN2O5S in the gas phase in a non-equilibrium geometry.

Values from the calculation:
energy above the lowest of the compared OMol25 structures with the same formula, charge and spin = 1.3 kJ/mol

Geometry as ORCA input:
```
! wB97M-V def2-TZVPD RIJCOSX def2/J DEFGRID3
* xyz 0 1
C 3.025 4.868 -3.235
C 3.596 3.497 -3.143
O 4.163 3.282 -1.832
C 3.625 2.200 -1.178
C 3.035 2.354 0.070
C 2.520 1.282 0.773
C 1.902 1.471 2.073
C 0.721 0.934 2.551
S 0.342 1.224 4.225
C -1.163 0.316 4.026
N -2.186 0.188 4.844
C -3.052 -0.610 4.057
C -4.352 -1.056 4.313
C -4.971 -0.747 5.679
C -5.058 -1.825 3.370
C -6.435 -2.273 3.636
C -4.479 -2.042 2.118
C -3.141 -1.628 1.843
C -2.478 -0.936 2.833
N -1.248 -0.290 2.840
C -0.294 0.052 1.909
O -0.330 -0.194 0.739
C 2.666 -0.026 0.263
C 3.388 -0.206 -0.940
Br 3.767 -1.977 -1.599
C 3.854 0.878 -1.707
O 4.495 0.660 -2.934
C 5.904 0.384 -2.842
C 6.512 0.619 -4.248
O 7.534 -0.006 -4.524
O 5.844 1.460 -5.150
H 2.659 4.969 -4.270
H 3.776 5.622 -3.069
H 2.195 5.004 -2.540
H 2.825 2.772 -3.342
H 4.378 3.413 -3.918
H 2.968 3.335 0.485
H 2.428 2.164 2.730
H -6.002 -0.365 5.544
H -5.026 -1.641 6.298
H -4.406 0.044 6.185
H -6.542 -2.728 4.635
H -6.800 -3.045 2.943
H -7.113 -1.416 3.559
H -5.005 -2.624 1.352
H -2.693 -1.839 0.881
H 2.364 -0.871 0.862
H 6.135 -0.606 -2.499
H 6.373 1.097 -2.196
H 6.239 1.322 -6.009
*
```

[6]
Density functional theory data (ωB97M-V/def2-TZVPD) for 5 unconnected molecules or ions with the total composition H9O5 in a non-equilibrium geometry.

Values from the calculation:
energy above the lowest of the compared OMol25 structures with the same formula, charge and spin = 92.7 kJ/mol

Geometry as ORCA input:
```
! wB97M-V def2-TZVPD RIJCOSX def2/J DEFGRID3
* xyz -1 1
O -0.697 0.787 0.210
H -1.143 0.689 -0.554
O -1.607 -1.925 0.133
H -2.211 -1.188 0.324
H -0.832 -1.304 -0.079
O 1.919 0.343 -0.277
H 2.464 0.284 0.510
H 0.820 0.505 -0.110
O -2.468 2.054 1.716
H -1.647 1.674 1.365
H -2.865 1.495 2.373
O 3.124 -1.305 -2.009
H 2.166 -1.308 -2.361
H 2.978 -0.801 -1.240
*
```

[7]
Density functional theory data (ωB97M-V/def2-TZVPD) for 5 unconnected molecules or ions with the total composition C28H26FNO19S in a non-equilibrium geometry.

Values from the calculation:
DFT total energy = -3064.8470 Eh

Geometry as ORCA input:
```
! wB97M-V def2-TZVPD RIJCOSX def2/J DEFGRID3
* xyz 0 1
O -5.060 3.675 1.838
C -4.191 2.835 1.702
C -2.864 3.139 1.178
C -1.956 2.164 1.037
O -0.731 2.390 0.566
C -2.267 0.746 1.404
O -1.401 -0.095 1.235
C -3.580 0.444 1.947
C -4.488 1.417 2.092
O -5.701 1.182 2.588
H -2.655 4.167 0.915
H -0.285 1.519 0.567
H -3.780 -0.582 2.222
H -6.161 2.045 2.586
O 1.721 5.997 0.096
C 2.567 5.134 -0.043
C 3.892 5.398 -0.587
C 4.773 4.402 -0.731
O 5.995 4.609 -1.225
C 4.436 2.995 -0.346
O 5.272 2.124 -0.518
C 3.122 2.732 0.219
C 2.241 3.730 0.367
O 1.029 3.527 0.881
H 4.123 6.417 -0.864
H 6.432 3.735 -1.226
H 2.898 1.714 0.508
H 0.593 4.401 0.875
O 5.865 1.268 -7.257
C 5.248 1.897 -6.419
C 4.307 2.958 -6.753
C 3.670 3.625 -5.784
O 2.801 4.600 -6.050
C 3.898 3.315 -4.336
O 3.302 3.969 -3.498
C 4.821 2.238 -4.000
C 5.456 1.569 -4.970
O 6.305 0.578 -4.706
H 4.152 3.175 -7.801
H 2.484 4.919 -5.182
H 4.965 2.010 -2.953
H 6.626 0.265 -5.575
O 1.905 -5.459 -2.308
C 1.768 -4.344 -1.843
C 0.491 -3.642 -1.822
C 0.408 -2.407 -1.310
O -0.735 -1.731 -1.267
C 1.611 -1.706 -0.750
O 1.483 -0.575 -0.315
C 2.883 -2.416 -0.750
C 2.964 -3.652 -1.258
O 4.107 -4.335 -1.276
H -0.368 -4.156 -2.230
H -0.515 -0.876 -0.847
H 3.739 -1.907 -0.329
H 3.897 -5.193 -1.695
C -2.059 -4.336 4.084
C -2.514 -3.099 3.264
O -3.853 -2.713 3.525
C -4.781 -3.512 2.824
N -6.102 -3.425 3.493
C -6.043 -2.947 4.886
S -7.024 -4.806 3.331
O -8.099 -4.509 2.481
O -7.465 -5.305 4.570
F -6.173 -5.938 2.619
H -1.206 -4.783 3.561
H -2.868 -5.078 4.113
H -1.788 -4.067 5.106
H -2.274 -3.191 2.194
H -1.891 -2.273 3.632
H -4.869 -3.084 1.812
H -4.365 -4.526 2.752
H -6.999 -3.052 5.402
H -5.851 -1.870 4.843
H -5.287 -3.434 5.509
*
```

[8]
Density functional theory data (ωB97M-V/def2-TZVPD) for a molecular structure, C32H25BrN3NaO5.

Values from the calculation:
energy above the lowest of the compared OMol25 structures with the same formula, charge and spin = 210.9 kJ/mol

Geometry as ORCA input:
```
! wB97M-V def2-TZVPD RIJCOSX def2/J DEFGRID3
* xyz -2 1
Na -1.115 -0.017 -1.521
C -0.127 -3.479 -2.879
C 0.982 -2.670 -2.264
C 1.583 -1.639 -2.975
C 2.608 -0.876 -2.427
C 3.202 0.247 -3.226
C 3.029 -1.148 -1.131
C 2.436 -2.162 -0.389
C 2.912 -2.454 1.005
C 1.413 -2.913 -0.962
H 0.223 -4.010 -3.768
H -0.974 -2.851 -3.161
H -0.506 -4.216 -2.171
H 1.224 -1.401 -3.971
H 2.415 0.963 -3.465
H 3.620 -0.120 -4.167
H 3.996 0.749 -2.676
H 3.808 -0.544 -0.676
H 3.509 -3.370 1.025
H 2.072 -2.591 1.687
H 3.530 -1.643 1.390
H 0.931 -3.690 -0.380
Br -6.384 -4.014 2.270
C -5.179 -3.206 1.031
C -4.898 -3.843 -0.178
C -4.038 -3.267 -1.072
C -3.377 -2.013 -0.830
O -2.570 -1.538 -1.675
C -3.714 -1.378 0.424
C -3.233 -0.068 0.838
N -2.496 0.713 0.152
C -2.234 2.007 0.628
C -3.264 2.797 1.131
C -3.020 4.099 1.542
C -1.750 4.626 1.426
C -0.711 3.858 0.898
C 0.617 4.474 0.754
C 1.421 4.275 -0.287
C 1.020 3.453 -1.480
N 0.157 1.723 0.090
C -0.938 2.537 0.502
C -4.593 -1.997 1.318
H -5.367 -4.793 -0.406
H -3.810 -3.755 -2.011
H -3.572 0.242 1.837
H -4.263 2.382 1.179
H -3.830 4.704 1.933
H -1.548 5.648 1.727
H 0.905 5.183 1.524
H 2.360 4.811 -0.367
H 1.840 1.601 -1.097
H -4.815 -1.496 2.253
O 4.934 0.132 1.169
C 4.395 0.142 2.298
O 4.894 -0.140 3.407
C 2.869 0.431 2.300
C 2.062 0.070 3.381
C 0.702 0.263 3.275
N 0.097 0.781 2.206
C 0.865 1.177 1.188
C 2.259 1.025 1.209
C 0.794 1.942 -1.280
O 1.000 3.992 -2.565
O 0.193 1.333 -2.275
H 2.517 -0.361 4.263
H 0.043 -0.032 4.089
H 2.889 1.313 0.385
*
```

[9]
Density functional theory data (ωB97M-V/def2-TZVPD) for C21H22N2O7 in the gas phase in a non-equilibrium geometry.

Values from the calculation:
energy above the lowest of the compared OMol25 structures with the same formula, charge and spin = 397.2 kJ/mol

Geometry as ORCA input:
```
! wB97M-V def2-TZVPD RIJCOSX def2/J DEFGRID3
* xyz 0 1
C 4.533 -0.315 -0.433
C 3.777 -0.589 -1.731
C 4.136 0.441 -2.798
C 2.250 -0.629 -1.505
N 1.845 -1.810 -0.779
C 0.848 -2.611 -1.229
O 0.432 -2.564 -2.372
C 0.319 -3.573 -0.220
C -0.056 -4.845 -0.639
C -0.584 -5.749 0.264
C -0.761 -5.381 1.588
C -0.414 -4.107 2.006
C 0.128 -3.203 1.109
C 1.740 0.579 -0.726
O 1.488 0.547 0.453
O 1.581 1.639 -1.506
C 0.993 2.806 -0.938
C -0.221 2.557 -0.080
C -0.439 3.344 1.032
C -1.566 3.150 1.823
N -1.772 3.982 2.976
O -2.739 3.751 3.671
O -0.969 4.867 3.184
C -2.496 2.169 1.510
C -2.291 1.367 0.406
C -1.151 1.547 -0.390
O -0.916 0.761 -1.463
C -1.748 -0.378 -1.570
O -3.079 -0.086 -1.346
C -3.283 0.311 -0.004
H 4.292 -1.056 0.326
H 5.605 -0.352 -0.613
H 4.286 0.669 -0.042
H 4.057 -1.584 -2.096
H 3.631 0.215 -3.733
H 3.844 1.439 -2.484
H 5.209 0.434 -2.975
H 1.740 -0.660 -2.474
H 2.065 -1.810 0.206
H 0.075 -5.107 -1.678
H -0.865 -6.738 -0.064
H -1.177 -6.084 2.294
H -0.566 -3.814 3.035
H 0.371 -2.202 1.441
H 1.746 3.335 -0.344
H 0.723 3.417 -1.805
H 0.263 4.116 1.310
H -3.370 2.044 2.132
H -1.637 -0.744 -2.592
H -1.387 -1.143 -0.859
H -4.303 0.698 0.046
H -3.204 -0.563 0.664
*
```

[10]
Density functional theory data (ωB97M-V/def2-TZVPD) for C6H12N2 in the gas phase in a non-equilibrium geometry.

Values from the calculation:
energy above the lowest of the compared OMol25 structures with the same formula, charge and spin = 356.1 kJ/mol

Geometry as ORCA input:
```
! wB97M-V def2-TZVPD RIJCOSX def2/J DEFGRID3
* xyz 0 1
C 0.675 1.083 -0.287
C 0.118 -1.382 -1.015
C 2.757 0.436 0.664
C -2.210 -1.450 -0.009
N 1.442 -0.005 0.295
C -0.735 0.608 -0.114
C -0.978 -0.719 -0.474
N -1.656 1.417 0.451
H -1.352 2.282 0.868
H -2.522 1.033 0.796
H 0.810 2.043 0.249
H 0.932 1.296 -1.350
H 0.780 -0.917 -1.727
H 0.155 -2.467 -0.987
H 2.744 1.264 1.398
H 3.316 -0.392 1.107
H 3.334 0.815 -0.203
H -2.290 -1.445 1.083
H -3.127 -1.011 -0.415
H -2.193 -2.491 -0.331
*
```

[11]
Density functional theory data (ωB97M-V/def2-TZVPD) for C4H8S2 in the gas phase in a non-equilibrium geometry.

Values from the calculation:
energy above the lowest of the compared OMol25 structures with the same formula, charge and spin = 156.5 kJ/mol

Geometry as ORCA input:
```
! wB97M-V def2-TZVPD RIJCOSX def2/J DEFGRID3
* xyz 0 1
C 0.367 1.668 -0.981
C 0.187 0.642 -0.119
C -1.218 0.212 0.308
S -1.787 -1.403 -0.551
C 1.356 -0.123 0.474
S 1.722 -1.682 -0.512
H -0.539 2.107 -1.336
H 1.382 1.943 -1.190
H -1.254 0.060 1.382
H -2.131 0.841 0.165
H -2.279 -1.927 0.552
H 2.344 0.488 0.374
H 1.207 -0.567 1.482
H 0.644 -2.259 -0.048
*
```

[12]
Density functional theory data (ωB97M-V/def2-TZVPD) for a molecular structure, C4H5BeO3 in a non-equilibrium geometry.

Values from the calculation:
energy above the lowest of the compared OMol25 structures with the same formula, charge and spin = 377.6 kJ/mol

Geometry as ORCA input:
```
! wB97M-V def2-TZVPD RIJCOSX def2/J DEFGRID3
* xyz 0 2
O 0.600 -0.172 -1.253
C -0.468 -0.413 -0.512
O -1.425 -0.984 -1.087
Be -2.224 -0.585 0.341
O -0.996 -1.056 1.442
C -0.704 0.198 0.862
H 0.192 0.665 1.303
C 1.908 -0.216 -0.683
H 2.292 0.799 -0.516
H 1.905 -0.780 0.258
H 2.535 -0.732 -1.415
C -1.914 1.102 0.684
H -1.699 2.175 0.575
*
```

[13]
Density functional theory data (ωB97M-V/def2-TZVPD) for 2 unconnected molecules or ions with the total composition C5H6ClN in a non-equilibrium geometry.

Values from the calculation:
energy above the lowest of the compared OMol25 structures with the same formula, charge and spin = 521.4 kJ/mol

Geometry as ORCA input:
```
! wB97M-V def2-TZVPD RIJCOSX def2/J DEFGRID3
* xyz 0 1
C 0.669 -2.712 0.249
C -1.142 -0.874 0.362
C -0.058 -1.625 0.250
C -1.030 0.578 0.602
C 2.659 -0.063 -0.892
N 1.502 -3.551 0.189
Cl 3.060 0.940 0.425
H -2.242 -1.152 0.259
H -1.502 1.274 -0.117
H -0.068 1.014 0.695
H -1.699 0.937 1.350
H 3.415 -0.854 -1.068
H 2.197 0.412 -1.829
*
```